71
Properties=species:S:1:pos:R:3:forces:R:3 method="wB97M-V/def2-TZVPD" e_above_lowest_kj_mol=37.5 total_charge=+4 lumo_energy_ev="-11.5 / -16.4" spin_multiplicity=5
Pd 0.550 -0.041 0.603 0.8 0.1 1.0
P -2.040 -2.215 1.087 -0.7 -0.9 0.4
P 2.143 -0.415 2.528 1.6 0.1 1.0
P 1.761 -1.480 -0.670 0.7 -0.8 -1.3
H -2.820 3.901 -5.544 -0.3 -0.5 -0.3
C -2.770 2.878 -5.953 -0.4 0.0 -0.1
C -3.468 1.858 -5.434 0.4 0.2 -0.1
H -4.190 1.984 -4.615 0.4 0.1 -0.3
C -3.562 -1.950 2.012 0.0 0.4 -0.1
C -0.882 -2.987 2.234 0.5 0.1 0.0
C -2.499 -3.404 -0.189 0.4 0.2 -0.4
C 3.486 0.828 2.670 -0.2 0.2 -0.4
C 1.554 -0.307 4.260 -0.7 -0.1 -0.1
C 3.127 -1.961 2.641 -0.3 -0.3 -0.2
C 1.066 -1.474 -2.348 0.0 0.0 0.0
C 1.863 -3.263 -0.279 0.0 -0.1 0.1
C 3.507 -1.019 -0.956 -0.2 0.0 0.1
H -2.139 2.786 -6.853 -0.3 -0.2 0.5
H -3.345 0.837 -5.805 -0.2 0.4 -0.1
H -3.999 -0.990 1.713 -0.2 -0.3 0.2
H -3.362 -1.968 3.091 -0.2 0.0 -0.2
H -4.237 -2.772 1.728 0.0 0.3 0.3
H -0.617 -2.301 3.057 -0.1 -0.4 -0.3
H 0.045 -3.291 1.725 -0.3 0.0 0.2
H -1.366 -3.878 2.670 0.1 0.3 -0.2
H -3.203 -2.939 -0.894 0.2 -0.2 0.2
H -3.010 -4.230 0.336 0.3 0.2 -0.2
H -1.619 -3.786 -0.731 -0.4 0.1 0.2
H 4.100 0.595 3.553 -0.2 0.0 -0.3
H 3.049 1.824 2.798 0.1 -0.1 0.0
H 4.121 0.841 1.780 0.0 0.0 0.1
H 2.420 -0.367 4.938 -0.3 0.0 -0.3
H 0.863 -1.123 4.498 0.2 0.1 0.1
H 1.046 0.650 4.426 0.1 -0.1 0.1
H 3.781 -1.909 3.525 -0.2 0.1 -0.2
H 3.760 -2.121 1.761 -0.1 0.1 0.2
H 2.468 -2.828 2.760 0.2 0.1 0.0
H 1.692 -2.125 -2.975 -0.2 0.1 0.0
H 1.069 -0.450 -2.746 0.0 -0.4 0.0
H 0.037 -1.858 -2.315 0.3 0.1 -0.2
H 2.485 -3.729 -1.059 -0.2 0.1 0.2
H 0.867 -3.728 -0.297 0.3 0.1 -0.1
H 2.338 -3.452 0.693 -0.2 0.0 -0.4
H 3.917 -1.775 -1.643 0.0 0.3 0.2
H 4.093 -1.008 -0.027 -0.1 0.0 -0.4
H 3.544 -0.024 -1.425 0.1 -0.4 0.1
C 1.054 2.105 -1.938 0.3 0.2 0.1
C -0.253 1.642 -2.193 -0.5 0.0 -0.3
C -0.883 2.000 -3.382 -0.3 -0.9 1.3
C -0.219 2.775 -4.327 0.3 0.3 -0.3
C 1.095 3.186 -4.114 0.6 0.0 0.2
C 1.744 2.847 -2.936 -0.1 0.3 0.1
Se 1.905 1.917 -0.285 -0.2 0.1 -0.6
H -1.524 -0.939 0.637 -0.3 -1.1 0.0
H -0.766 1.027 -1.430 0.2 0.3 -0.5
H -1.913 1.673 -3.558 0.4 0.2 -0.1
H -0.735 3.058 -5.243 0.2 -0.1 0.3
H 1.609 3.777 -4.869 -0.1 -0.1 0.2
H 2.762 3.167 -2.725 -0.2 0.1 -0.2
C -1.410 3.203 0.613 -0.3 0.2 0.3
C -1.435 2.251 1.734 -0.3 0.9 -0.1
N -0.912 1.032 1.855 -0.3 -1.7 1.3
C -1.315 0.539 3.083 2.0 -0.7 -3.3
C -2.020 1.503 3.746 -1.7 3.3 0.4
N -2.092 2.557 2.874 -0.4 -0.7 1.6
H -2.021 4.080 0.872 0.3 -0.2 -0.2
H -0.378 3.533 0.422 -0.2 -0.1 -0.1
H -1.829 2.756 -0.298 0.3 0.0 0.1
H -1.092 -0.467 3.386 0.1 0.1 0.2
H -2.448 1.516 4.740 -0.1 0.0 0.0
H -2.547 3.448 3.007 -0.3 0.2 0.4